No. 1
The following is a DFT calculation (wB97M-V/def2-TZVPD) of a cluster of 13 separate species, C35H102N12O13 in total at a distorted geometry.

Properties
**E**: -82445.006 eV
**E_HOMO**: -8.7 eV

The geometry in XYZ format:
```
162
Properties=species:S:1:pos:R:3:mulliken_charge:R:1
C 1.2562 0.9424 1.2959 -1.323
C 0.2481 0.6781 0.1826 1.153
C -1.1658 0.1817 0.5181 0.529
O -1.3085 -1.2128 0.1860 1.069
C -2.6191 -1.6854 0.2690 -1.393
N 0.1600 1.9459 -0.5528 0.181
H 1.6954 0.1048 1.8498 0.294
H 0.7773 1.5514 2.0724 0.247
H 2.1985 1.4375 1.0505 0.295
H 0.7244 -0.1134 -0.4053 -1.170
H -1.8692 0.6780 -0.1528 0.275
H -1.5630 0.3424 1.5260 0.050
H -3.3598 -1.2180 -0.3967 0.376
H -3.1010 -1.7025 1.2523 0.230
H -2.5537 -2.6984 -0.1378 -0.034
H -0.7040 1.8671 -1.0828 -0.232
H -0.0363 2.7126 0.0882 -0.212
C -2.2211 -4.3360 5.9241 -1.616
C -2.5554 -2.9664 6.4714 0.649
C -2.5189 -1.8131 5.4870 -0.426
O -1.1642 -1.5010 5.2802 -0.471
C -0.9836 -0.7592 4.0719 -0.252
N -3.9201 -3.0847 7.0771 -0.705
H -2.9155 -4.7407 5.1794 0.403
H -2.2068 -5.1310 6.6749 0.457
H -1.2358 -4.3700 5.4520 0.282
H -1.7858 -2.7950 7.2329 0.190
H -3.0180 -0.9355 5.9187 0.253
H -3.1455 -2.1302 4.6430 0.177
H 0.0660 -0.5131 3.9273 0.173
H -1.4763 0.2134 4.1806 0.357
H -1.4257 -1.2855 3.2267 -0.047
H -4.0086 -4.0662 7.2980 0.258
H -3.9905 -2.5382 7.9254 0.248
C 4.6071 -3.6149 -1.7423 -1.870
C 4.0052 -2.4429 -0.9937 1.342
C 5.0155 -1.3109 -0.7439 -0.906
O 6.0277 -1.6126 0.2119 -0.416
C 6.8079 -0.4538 0.4277 -0.718
N 2.8047 -1.8338 -1.5841 -0.058
H 3.9642 -4.2400 -2.3629 0.340
H 5.1130 -4.3078 -1.0653 0.372
H 5.4095 -3.2660 -2.4020 0.442
H 3.6914 -2.7823 0.0015 -0.014
H 4.5135 -0.3573 -0.5402 0.439
H 5.5183 -1.0609 -1.6941 0.318
H 6.3247 0.1543 1.1953 0.265
H 7.0874 0.0708 -0.4912 0.314
H 7.7919 -0.7433 0.8098 0.297
H 2.0711 -1.6294 -0.9207 0.015
H 3.1808 -0.9346 -1.8679 -0.009
C -0.2781 -4.1920 2.2720 -1.222
C 0.9953 -4.0638 1.4719 0.622
C 1.3043 -5.3776 0.6745 -0.741
O 1.5136 -6.5000 1.4598 -0.429
C 2.5033 -6.4478 2.4688 -0.638
N 1.0188 -2.8994 0.5958 0.588
H -1.1600 -4.2540 1.6177 -0.068
H -0.5643 -3.3251 2.8765 0.166
H -0.3486 -5.0551 2.9368 0.493
H 1.7849 -4.0327 2.2309 0.352
H 2.2289 -5.0972 0.1414 0.205
H 0.5870 -5.5020 -0.1392 0.528
H 3.4723 -6.0647 2.1410 0.273
H 2.6292 -7.4639 2.8379 0.261
H 2.0680 -5.8560 3.2785 0.253
H 0.7974 -3.2624 -0.3288 -0.359
H 0.2730 -2.2350 0.7892 -0.463
C -1.9397 -3.9764 -3.3721 -1.659
C -0.5737 -4.0807 -2.7473 1.834
C 0.1409 -5.4331 -2.9978 -0.873
O -0.6862 -6.5697 -2.8426 -0.390
C 0.0846 -7.7627 -2.7314 -0.741
N 0.2618 -3.0307 -3.3291 -0.224
H -2.7138 -4.5650 -2.8720 0.199
H -1.9482 -4.1809 -4.4444 0.385
H -2.3620 -2.9801 -3.2542 0.316
H -0.6270 -4.0367 -1.6554 -0.858
H 1.1059 -5.4949 -2.4838 0.258
H 0.4365 -5.4065 -4.0595 0.600
H 0.6059 -8.1327 -3.6166 0.288
H -0.4490 -8.6222 -2.3269 0.294
H 0.8247 -7.5408 -1.9553 0.242
H 0.5572 -3.4332 -4.2124 0.374
H 1.0815 -2.7134 -2.8173 0.153
C 2.8266 9.2224 -3.1489 -1.578
C 2.7932 7.6850 -3.1659 0.637
C 1.7987 7.1754 -2.1237 -0.839
O 1.5682 5.7983 -2.3673 -0.260
C 0.2565 5.3793 -2.0445 -0.458
N 2.4436 7.3056 -4.5344 -0.745
H 3.1844 9.6178 -2.1877 0.387
H 1.8366 9.6906 -3.0849 0.388
H 3.3938 9.7047 -3.9399 0.376
H 3.7819 7.2838 -2.9314 0.241
H 0.9131 7.8133 -2.0355 0.453
H 2.2814 7.2576 -1.1399 0.255
H -0.0376 5.6205 -1.0159 0.304
H 0.2945 4.2889 -2.0055 -0.152
H -0.5244 5.7066 -2.7308 0.378
H 2.0784 6.3627 -4.3639 0.286
H 1.6443 7.8313 -4.8752 0.289
C -2.4140 5.4139 3.3603 -1.288
C -1.0361 4.9288 2.8563 -0.528
O -1.1789 3.9349 1.8512 0.173
H -2.2780 6.2630 4.0344 0.437
H -3.0847 4.6590 3.7616 0.315
H -2.9350 5.9041 2.5296 0.278
H -0.4757 4.6592 3.7502 0.414
H -0.5528 5.8154 2.4351 0.401
H -1.8946 4.2598 1.2732 -0.057
C -4.8946 -4.4040 -0.0067 -0.639
C -5.6615 -5.1814 -1.0624 -0.265
O -5.9880 -6.4711 -0.6399 -0.518
H -3.8823 -4.8034 0.0749 0.162
H -5.4997 -4.2373 0.8867 0.434
H -4.6664 -3.3468 -0.1842 0.088
H -5.0949 -5.1363 -2.0031 0.168
H -6.5424 -4.5989 -1.3708 0.292
H -6.2156 -7.0373 -1.3789 0.304
C 3.3762 1.6650 -4.2361 -1.348
C 2.9225 2.1244 -2.8256 0.130
O 2.4450 0.9955 -2.1503 -0.323
H 2.5696 1.1783 -4.7752 0.297
H 4.2916 1.0770 -4.1583 0.290
H 3.7311 2.5457 -4.7821 0.429
H 2.2196 2.9587 -2.9304 -0.112
H 3.7518 2.6068 -2.2910 0.253
H 1.6521 1.2250 -1.6318 0.234
C 2.9049 4.4448 2.0434 -0.460
C 3.4948 3.7972 3.3013 -0.315
O 4.8340 3.5475 2.9049 -0.522
H 3.0160 3.7623 1.2038 0.148
H 3.4061 5.3994 1.8893 0.521
H 1.8257 4.6045 2.1498 -0.172
H 3.0538 2.8450 3.6076 0.207
H 3.3073 4.3587 4.2262 0.300
H 5.3043 4.3230 2.5949 0.309
C -4.2466 1.5020 1.9509 0.399
O -5.0017 0.5466 2.1365 -0.700
N -3.4550 2.0258 2.9113 -0.190
N -3.9673 2.0396 0.7242 -0.089
H -3.4861 1.5924 3.8166 0.174
H -2.7513 2.6769 2.6041 0.118
H -4.3821 1.4513 0.0170 0.176
H -3.7036 2.9976 0.5196 0.174
C -3.2750 5.1539 -1.3413 0.403
O -3.4491 4.7425 -0.1808 -0.770
N -2.8200 4.3743 -2.3551 -0.014
N -3.3318 6.4781 -1.6102 -0.470
H -2.7483 3.3724 -2.2408 0.029
H -3.1004 4.6682 -3.2780 0.267
H -3.3311 7.0433 -0.7774 0.242
H -2.9441 6.8350 -2.4631 0.214
C -1.9298 0.7625 -3.5932 0.502
O -2.2085 1.3667 -2.5540 -0.713
N -2.0260 -0.6011 -3.6528 -0.188
N -1.6323 1.3404 -4.7871 -0.409
H -1.8566 -1.1736 -2.8426 -0.256
H -1.9070 -1.1244 -4.5009 0.264
H -1.9683 2.2798 -4.9192 0.222
H -1.6543 0.7200 -5.5743 0.178
```

---

No. 2
The following is a DFT calculation (wB97M-V/def2-TZVPD) of a cluster of 5 separate species, C33H50BrF5N3O15 in total at a distorted geometry.

Properties
**Charge**: +1
**E**: -153837.782 eV
**E_HOMO**: -11.6 eV

The geometry in XYZ format:
```
107
Properties=species:S:1:pos:R:3:mulliken_charge:R:1
C 1.0820 1.8765 -3.7513 -0.329
C 0.2723 1.2263 -4.3661 -0.389
C -0.7171 0.4443 -5.1203 -0.164
C -2.1513 0.6830 -4.6178 -1.384
C -2.6800 -0.2387 -3.5007 -0.854
C -2.3377 0.2790 -2.0913 0.587
C -3.2061 1.5073 -1.7223 -1.727
C -3.1311 1.6304 -0.2044 1.651
C -4.5209 1.9612 0.3724 -1.876
N -4.4763 2.1649 1.8186 -0.347
C -2.1708 2.7358 0.2334 -0.958
C -2.5532 4.1059 -0.2889 -0.394
O -3.3123 4.8171 0.2993 -0.503
O -1.8958 4.5000 -1.4222 -0.479
N -2.7062 0.2420 0.3019 0.567
C -1.9211 0.1363 1.5975 -2.345
C -0.4162 0.4573 1.6353 1.668
O 0.1582 -0.7484 2.1077 -0.518
C -0.0569 1.6286 2.5871 -1.031
N 1.2892 1.6097 3.1210 -0.528
C -2.3670 -0.7020 -0.8959 1.249
C -1.0730 -1.5469 -0.7118 -2.579
C 0.2928 -1.0782 -1.2474 0.271
C 0.6759 -1.8139 -2.5125 -2.067
F 1.2572 -1.4576 -0.2840 -0.261
C -3.4878 -1.7742 -1.0285 -1.297
Br -5.2717 -1.0279 -1.3298 0.012
C -3.5319 -2.7565 0.1690 0.331
C -4.8407 -3.5210 0.3809 -1.675
H 1.8011 2.4538 -3.2134 0.429
H -0.4371 -0.6085 -5.1565 0.443
H -0.6710 0.7934 -6.1565 0.056
H -2.8294 0.5653 -5.4658 0.548
H -2.2171 1.7270 -4.3015 0.425
H -3.7691 -0.2293 -3.6149 0.529
H -2.3738 -1.2777 -3.6522 0.564
H -1.3466 0.7343 -2.1877 0.150
H -2.7081 2.3327 -2.2264 0.226
H -4.2323 1.4083 -2.0738 0.548
H -4.9108 2.8293 -0.1713 0.359
H -5.2084 1.1386 0.1764 0.656
H -5.3951 2.0083 2.2129 0.287
H -4.2277 3.1261 2.0292 0.216
H -1.1567 2.5089 -0.1090 0.464
H -2.1315 2.8151 1.3175 0.800
H -2.5170 4.5819 -2.1574 0.346
H -3.6114 -0.1218 0.6174 1.125
H -2.4878 0.7108 2.3318 0.687
H -1.9949 -0.9092 1.8942 0.638
H -0.0425 0.7138 0.6358 -0.253
H 1.0813 -0.7962 1.8431 0.244
H -0.7674 1.6591 3.4182 0.410
H -0.1588 2.5736 2.0494 0.205
H 1.3855 0.8725 3.8078 0.245
H 1.9762 1.4975 2.3856 0.238
H -0.9249 -1.7777 0.3447 0.507
H -1.2542 -2.5120 -1.1914 1.088
H 0.3840 0.0017 -1.3597 0.277
H 1.5953 -1.4312 -2.9496 0.484
H 0.8230 -2.8645 -2.2412 0.470
H -0.1387 -1.7839 -3.2316 0.255
H -3.2652 -2.3341 -1.9355 0.994
H -2.7453 -3.4938 0.0057 0.413
H -3.3149 -2.1973 1.0825 0.037
H -4.6314 -4.3896 1.0092 0.445
H -5.2527 -3.8948 -0.5568 0.380
H -5.5861 -2.9250 0.9060 0.401
C 3.8320 -2.9071 1.2342 0.169
C 5.3192 -2.7039 1.4446 0.251
O 5.7560 -3.9964 1.7871 -0.314
C 4.8983 -4.9010 1.2235 0.582
O 5.1053 -6.0567 1.1187 -0.481
O 3.7779 -4.2619 0.7959 -0.339
F 5.5799 -1.8546 2.4739 -0.187
H 3.2981 -2.8071 2.1824 0.179
H 3.3934 -2.2496 0.4896 -0.113
H 5.8649 -2.3610 0.5636 0.265
C -0.7659 0.5174 -11.0136 -0.445
C -1.2536 1.4106 -9.8898 0.284
O -1.0863 0.5789 -8.7538 -0.286
C -0.0751 -0.3011 -9.0260 0.663
O 0.4756 -0.9577 -8.2093 -0.477
O 0.2019 -0.2951 -10.3437 -0.332
F -2.5601 1.7360 -10.0110 -0.272
H -1.5785 -0.1093 -11.3837 0.285
H -0.3029 1.0525 -11.8365 0.273
H -0.6753 2.3257 -9.7507 0.296
C 7.1281 0.1677 4.7873 -0.268
C 6.1392 1.2271 5.2268 0.291
O 5.9075 0.8791 6.5752 -0.285
C 7.0222 0.2317 7.0436 0.590
O 7.2389 0.0232 8.1852 -0.482
O 7.8137 -0.1215 6.0081 -0.336
F 4.9688 1.1577 4.5412 -0.217
H 6.6045 -0.7240 4.4406 0.205
H 7.8300 0.5029 4.0299 0.291
H 6.5115 2.2517 5.1809 0.184
C 2.8504 -0.1245 8.0893 -0.055
C 1.9514 1.0580 8.3876 0.285
O 1.2823 1.2396 7.1464 -0.315
C 1.2548 0.0468 6.5069 0.731
O 0.5752 -0.1941 5.5590 -0.576
O 2.0940 -0.8254 7.0911 -0.309
F 2.6417 2.1769 8.6882 -0.272
H 3.7967 0.2040 7.6612 -0.038
H 3.0361 -0.7657 8.9453 0.311
H 1.2071 0.8845 9.1665 0.295
```